No. 1
{"formula": "C3H6N2S", "method": "ωB97M-V/def2-TZVPD", "species": ["C", "H", "H", "H", "H", "N", "H", "S", "C", "N", "H", "C"], "coordinates": [[-1.12603, 0.35411, 0.15149], [-0.15916, -2.01401, -0.55228], [0.27531, -0.14886, 1.58953], [-1.54044, -0.25044, -0.70376], [1.38970, -1.79802, -0.13651], [-0.26691, 1.49219, -0.19685], [-0.43334, 2.36426, -0.66341], [2.31463, 0.95683, -0.98567], [0.86224, 0.73224, -0.23126], [0.43280, -1.80289, 0.23668], [-1.87321, 0.52561, 0.90385], [0.12440, -0.41102, 0.58821]], "forces_ev_per_angstrom": [[-0.7, -1.2, -0.9], [-0.1, -0.4, -0.3], [0.5, -0.2, 1.8], [0.0, 1.1, 0.4], [-0.3, -0.1, 0.2], [0.3, -1.2, 0.1], [-0.2, 0.1, -0.3], [-1.0, -0.3, 0.7], [0.4, 0.2, 0.0], [-0.3, 1.2, 0.2], [-0.4, 0.2, 0.2], [1.7, 0.6, -2.0]], "smiles": "N[C@@H]1CNC1=S", "lumo_energy_ev": 0.64, "e_above_lowest_kj_mol": 143.26}

=====

No. 2
{"formula": "C13H14BrF6IN2O6S4Ti", "method": "ωB97M-V/def2-TZVPD", "species": ["O", "F", "S", "C", "S", "O", "O", "C", "H", "C", "H", "H", "F", "O", "C", "C", "N", "H", "C", "C", "F", "H", "H", "H", "F", "F", "C", "O", "H", "H", "H", "H", "C", "H", "C", "N", "C", "H", "S", "S", "C", "F", "O", "Br", "H", "Ti", "C", "I"], "coordinates": [[0.58854, -2.84336, 0.57327], [-4.18915, -3.15017, 2.03389], [-2.49094, -4.02731, 0.20285], [1.25856, 0.71020, -1.43539], [-0.51490, -2.74382, 1.50028], [-3.25235, -1.25709, -3.55570], [-1.98810, -3.22395, -0.91194], [0.48648, 3.57392, 2.17110], [3.75429, 3.95255, 2.97549], [0.88998, 5.74560, 3.14244], [0.51054, 6.70579, 3.46480], [4.08073, -0.52965, -2.35903], [-5.07061, -3.59096, 0.10686], [-1.15173, -1.42553, 1.45367], [-2.14187, -0.79831, -2.99665], [2.23662, 5.44030, 3.28161], [2.50473, 0.73333, -1.86441], [3.83435, 2.33148, -2.10322], [1.83656, 3.27838, 2.31666], [3.42626, -0.33437, -1.51097], [-3.87163, -1.80634, 0.36361], [2.22348, 2.57329, -2.80237], [-2.54844, -2.14681, -5.30162], [-1.02622, 5.05291, 2.48329], [-0.84423, -2.81094, 4.08907], [1.03274, -1.96917, 3.40918], [0.02374, 4.81815, 2.59120], [-2.90434, -5.35880, -0.05094], [3.38119, 1.49579, -3.60479], [4.03359, -0.04377, -0.65128], [2.92081, 6.15853, 3.71273], [0.62902, 1.54848, -1.74623], [2.70905, 4.20690, 2.86930], [2.86367, -1.22923, -1.26148], [3.01688, 1.84740, -2.63939], [-1.52205, -3.94411, 1.45161], [-4.01029, -3.08017, 0.72125], [-4.19762, -2.56746, -4.75098], [-0.61196, -1.45220, -3.33965], [-2.39114, 0.43785, -1.82702], [-3.17394, -2.38085, -4.44150], [0.72212, -4.11279, 3.34787], [0.82175, -0.19480, -0.69786], [2.55160, 1.60787, 1.78758], [-2.76342, -3.24284, -3.91783], [-0.92827, -1.25587, -0.84634], [0.13913, -2.93118, 3.21119], [-0.88318, 2.23315, 1.35578]], "forces_ev_per_angstrom": [[0.0, 0.0, -0.1], [0.0, 0.0, 0.0], [0.2, 0.1, 0.4], [0.0, -0.2, 0.2], [-0.2, 0.0, 0.0], [-0.1, -0.1, 0.0], [0.0, 0.1, -0.2], [0.0, 0.0, 0.0], [0.0, 0.0, 0.0], [0.1, 0.0, 0.0], [0.0, 0.0, 0.0], [0.0, 0.0, 0.0], [0.0, 0.0, 0.0], [0.0, -0.1, 0.0], [0.1, 0.1, 0.1], [0.0, 0.0, 0.0], [0.0, 0.1, 0.0], [0.0, 0.0, 0.0], [0.0, 0.0, 0.0], [0.0, 0.0, 0.0], [-0.1, 0.0, 0.1], [0.0, 0.0, 0.0], [0.0, 0.0, 0.0], [0.0, 0.0, 0.0], [0.0, 0.0, 0.0], [0.0, 0.0, 0.0], [-0.1, 0.0, 0.0], [-0.1, -0.1, -0.1], [0.0, 0.0, 0.0], [0.0, 0.0, 0.0], [0.0, 0.0, 0.0], [-0.1, 0.0, 0.0], [0.0, 0.0, 0.0], [0.0, 0.0, 0.0], [0.0, 0.0, 0.0], [-0.1, 0.1, 0.0], [0.0, -0.1, 0.0], [0.0, 0.0, 0.0], [0.0, 0.0, -0.2], [-0.1, 0.0, -0.1], [0.0, 0.0, 0.0], [0.0, 0.0, 0.0], [0.1, 0.2, -0.2], [0.0, 0.0, 0.0], [0.0, 0.0, 0.0], [0.1, -0.5, 0.2], [0.0, 0.0, 0.0], [0.0, 0.0, 0.0]], "spin_multiplicity": 3, "s2": 2.006, "lumo_energy_ev": [0.20, 0.06], "e_above_lowest_kj_mol": 0.00}

=====

No. 3
{"formula": "C5H13NO2", "method": "ωB97M-V/def2-TZVPD", "species": ["C", "H", "H", "H", "H", "C", "H", "C", "N", "H", "H", "H", "H", "H", "H", "H", "O", "O", "H", "C", "C"], "coordinates": [[2.11232, -0.63226, -0.62012], [2.85562, 1.38710, -0.54046], [-2.45272, -0.15514, -0.75922], [3.39454, -2.34342, -0.43199], [2.23543, 0.88283, -2.10480], [2.06088, 0.81966, -1.02701], [-3.67798, 1.11475, 2.16906], [-2.38444, -0.05436, 0.97054], [-3.19639, -0.68551, 0.05691], [4.03342, -0.84603, 0.28291], [-2.97139, -1.67589, 0.00499], [-2.04788, 1.81737, 1.96693], [-0.52167, -0.23185, -0.32368], [-1.84395, -0.66456, 1.69980], [-3.23258, 1.87874, 0.64483], [1.08355, 1.24470, -0.80539], [-1.23437, 0.43289, -0.28220], [1.10943, -1.26318, -0.34878], [4.05124, -1.03793, -1.46252], [-2.85348, 1.27889, 1.47104], [3.48043, -1.26679, -0.56083]], "forces_ev_per_angstrom": [[0.0, 0.0, 0.1], [0.0, 0.0, 0.0], [-2.0, -1.3, 0.9], [0.0, 0.0, 0.0], [0.0, 0.0, 0.0], [-0.1, -0.1, 0.0], [0.1, 0.0, 0.0], [1.6, 0.8, -1.0], [0.3, 0.3, -1.6], [0.0, 0.0, 0.0], [0.0, 0.1, 0.0], [0.0, 0.0, 0.0], [0.0, 0.0, 0.1], [0.0, 0.1, -0.1], [0.0, -0.1, -0.1], [0.0, 0.0, 0.0], [0.0, 0.2, 1.7], [0.2, 0.1, -0.1], [0.0, 0.0, 0.0], [0.1, -0.1, 0.0], [-0.1, -0.1, 0.0]], "smiles": "C[C@@H](N)O.CC(C)=O", "lumo_energy_ev": 0.81, "e_above_lowest_kj_mol": 285.58}

=====

No. 4
{"formula": "C5H37NO13", "method": "ωB97M-V/def2-TZVPD", "species": ["H", "O", "H", "H", "C", "C", "H", "H", "O", "O", "C", "H", "H", "H", "O", "H", "H", "H", "O", "H", "O", "O", "O", "H", "H", "H", "H", "N", "H", "H", "H", "H", "H", "H", "H", "H", "H", "C", "H", "O", "C", "H", "H", "H", "O", "H", "H", "H", "H", "H", "H", "H", "H", "O", "O", "O"], "coordinates": [[0.90400, -0.63124, 1.39258], [-3.94675, 0.62740, 1.40055], [-1.71338, 1.35418, -1.59726], [-1.26352, 0.41431, 0.50160], [-1.92113, 0.25352, -1.76701], [0.06567, -1.35274, 1.13409], [-2.25633, 0.26405, -2.79650], [-4.63811, 0.18098, 1.07962], [2.63099, -2.13765, 4.53030], [2.16020, 3.04949, -3.56714], [0.00817, -2.81904, -2.27012], [-0.45719, 2.55244, 0.10585], [-0.20777, 3.96433, 3.27309], [-3.18711, 3.48334, 3.10808], [1.72749, 0.74346, 4.01387], [1.97387, -2.78573, 4.54391], [0.94468, -2.49375, -1.66056], [-3.03305, -2.00553, 1.55539], [-0.82063, 3.22862, 2.92857], [4.53202, -3.07277, 1.65759], [3.11209, -1.98000, -0.66651], [-3.95496, 3.09632, 2.54323], [-3.19739, -2.73872, 0.96018], [-1.88096, -2.19908, -2.49553], [-3.68017, 3.45239, 1.63642], [-0.50378, -1.82047, 1.90677], [2.53160, 2.81828, -4.38577], [-1.04111, -0.60156, 0.33698], [-1.15772, 4.31897, -2.59105], [3.18848, -2.17393, 3.71646], [-0.37857, -2.76065, -4.21632], [2.64458, 0.92906, 3.75194], [-1.78882, -2.82456, -0.86150], [1.75742, -0.23137, 4.10902], [0.36480, 4.61231, -2.36315], [4.06204, 1.00479, -1.69295], [1.41393, 3.62918, -3.66601], [-0.85834, -0.72252, -1.19925], [0.07861, 2.49617, -1.39297], [3.61098, 0.12795, -2.08292], [-1.15971, -2.20617, -1.71358], [0.52476, -2.04596, 0.43356], [3.56569, -1.23579, -1.12820], [2.68880, -2.33335, -1.40365], [-0.47814, 4.94421, -2.84798], [3.24491, -3.52560, 1.35831], [-2.90235, -2.16239, 0.24967], [-2.85234, 0.25669, -1.15607], [2.65823, 0.51979, -2.31709], [0.03914, -3.88429, -2.11501], [-4.25924, 1.20339, 2.09862], [0.07309, -0.41162, -1.69002], [-0.76143, 2.53311, 3.55135], [-0.39590, 2.99798, -0.76758], [0.35454, -2.51487, -3.61134], [3.83507, -3.38537, 2.14545]], "forces_ev_per_angstrom": [[-1.1, -1.0, 0.4], [4.3, 2.1, 1.5], [0.6, -1.2, -0.1], [0.8, -1.6, 0.5], [-1.1, 2.2, 1.4], [-0.5, 3.1, -1.9], [0.4, -0.8, -0.4], [-4.2, -2.7, -1.9], [2.1, 2.5, -0.3], [-0.1, -0.3, 2.5], [4.4, -1.4, 1.1], [0.4, 0.2, -1.0], [-1.4, -1.9, -0.7], [-1.8, -1.1, -1.3], [0.5, -0.5, -0.3], [-1.3, -1.7, -0.5], [-1.6, -0.3, -1.1], [-0.2, 0.0, 1.5], [1.0, 3.0, -0.4], [3.4, 1.4, -1.4], [1.5, 1.0, 1.5], [2.6, 2.1, -0.3], [0.0, 0.6, -0.1], [-0.9, 0.5, -0.8], [-0.7, -0.9, 1.7], [0.5, -0.4, 0.9], [0.4, -0.2, -1.8], [1.3, -0.3, -2.4], [-0.1, -0.2, 0.3], [-1.0, -0.8, 0.7], [0.6, 0.2, 0.7], [-0.5, 0.1, 0.2], [2.4, 1.2, -2.0], [-0.1, 0.4, 0.2], [-2.5, 1.0, -0.8], [-1.4, -3.0, -1.3], [-0.4, 0.3, -0.7], [-2.7, 0.0, 0.2], [0.9, -1.4, -0.6], [-1.4, 4.9, 0.2], [-2.8, 1.2, 3.4], [-0.2, -0.3, 0.2], [-0.2, -0.1, 0.7], [-1.3, -1.5, -1.8], [2.6, -0.7, 0.6], [0.1, 0.1, 1.3], [0.0, -0.3, -1.1], [0.3, -0.8, -0.3], [3.0, -1.4, 0.7], [-0.3, -0.8, -0.2], [0.0, 0.5, 0.2], [0.5, -0.2, 0.8], [0.4, -1.2, 1.1], [-1.1, 1.3, 1.9], [-0.8, 0.3, -0.6], [-3.4, -1.3, 0.1]], "lumo_energy_ev": -0.07, "e_above_lowest_kj_mol": 591.72}